Entry 1:
{
  "formula": "C33H48BN3P2Pd",
  "method": "the ωB97M-V functional and the def2-TZVPD basis",
  "homo_energy_ev": [-11.71, -13.97],
  "spin_multiplicity": 5,
  "total_charge": 2,
  "total_energy_ha": -2285.29692,
  "gap_ha": [0.229, 0.191],
  "elements": ["Pd", "C", "C", "C", "C", "P", "C", "N", "B", "N", "C", "P", "C", "C", "C", "C", "C", "C", "C", "C", "C", "C", "C", "C", "C", "C", "C", "C", "C", "C", "H", "H", "H", "H", "H", "H", "H", "H", "H", "H", "H", "H", "H", "H", "H", "H", "H", "H", "H", "H", "H", "H", "H", "H", "H", "H", "H", "H", "H", "H", "H", "H", "H", "H", "H", "H", "H", "H", "H", "H", "H", "H", "H", "H", "N", "C", "C", "C", "C", "C", "C", "C", "C", "C", "H", "H", "H", "H"],
  "xyz": [[-0.063, 0.131, -0.496], [3.493, -0.235, 2.019], [4.071, -0.028, 0.615], [5.292, 0.882, 0.691], [4.446, -1.385, 0.021], [2.599, 0.663, -0.382], [2.496, 2.470, 0.160], [1.110, 2.840, 0.328], [-0.027, 2.297, -0.376], [-1.195, 2.919, 0.220], [-2.562, 2.541, -0.020], [-2.588, 0.668, -0.144], [-2.773, 0.057, 1.642], [-4.136, 0.340, 2.258], [-1.669, 0.743, 2.455], [-2.459, -1.440, 1.605], [-4.014, 0.307, -1.340], [-3.410, 0.650, -2.707], [-5.266, 1.131, -1.070], [-4.318, -1.189, -1.282], [-0.779, 3.738, 1.222], [-1.512, 4.518, 2.119], [-0.820, 5.251, 3.054], [0.585, 5.210, 3.122], [1.331, 4.441, 2.253], [0.652, 3.696, 1.290], [2.925, 0.751, -2.260], [1.886, 1.690, -2.873], [2.697, -0.639, -2.850], [4.330, 1.249, -2.582], [4.237, -0.706, 2.660], [2.616, -0.885, 1.987], [3.211, 0.707, 2.487], [6.052, 0.372, 1.281], [5.079, 1.825, 1.187], [5.723, 1.089, -0.283], [5.090, -1.919, 0.716], [4.996, -1.276, -0.910], [3.558, -1.995, -0.152], [2.986, 3.112, -0.581], [3.028, 2.588, 1.107], [-2.910, 2.952, -0.973], [-3.220, 2.901, 0.775], [-4.403, 1.392, 2.180], [-4.106, 0.085, 3.316], [-4.918, -0.257, 1.798], [-1.879, 1.795, 2.631], [-0.687, 0.646, 1.956], [-1.585, 0.262, 3.427], [-3.179, -1.988, 1.005], [-2.479, -1.851, 2.612], [-1.452, -1.596, 1.188], [-3.190, 1.713, -2.806], [-4.109, 0.388, -3.499], [-2.486, 0.085, -2.871], [-5.092, 2.198, -1.183], [-5.675, 0.941, -0.082], [-6.025, 0.847, -1.799], [-3.400, -1.774, -1.365], [-4.962, -1.458, -2.118], [-4.845, -1.453, -0.368], [-2.590, 4.564, 2.073], [-1.364, 5.875, 3.744], [1.085, 5.801, 3.872], [2.408, 4.435, 2.308], [0.868, 1.294, -2.725], [2.057, 1.763, -3.945], [1.940, 2.698, -2.470], [1.690, -0.997, -2.602], [3.420, -1.365, -2.496], [2.778, -0.592, -3.934], [4.543, 2.207, -2.112], [4.412, 1.384, -3.658], [5.088, 0.528, -2.291], [-0.652, -9.658, -0.092], [-0.508, -8.523, -0.138], [-0.332, -7.125, -0.237], [0.817, -6.620, -0.861], [0.967, -5.265, -1.021], [-0.031, -4.389, -0.557], [-1.161, -4.901, 0.110], [-1.314, -6.257, 0.263], [0.090, -3.012, -0.773], [0.182, -1.802, -0.976], [1.575, -7.298, -1.219], [1.843, -4.868, -1.511], [-1.918, -4.226, 0.479], [-2.184, -6.656, 0.758]],
  "lowdin_spin": [1.00, 0.00, 0.04, 0.01, 0.00, 0.16, 0.03, 0.15, 0.44, 0.18, 0.02, 0.12, 0.02, 0.01, 0.02, 0.00, 0.02, 0.00, 0.01, 0.00, 0.17, 0.02, 0.12, 0.15, 0.01, 0.17, 0.01, 0.03, 0.00, 0.01, 0.00, 0.00, 0.00, 0.00, 0.00, 0.00, 0.00, 0.00, 0.00, 0.00, 0.00, 0.01, 0.00, 0.00, 0.00, 0.00, 0.00, 0.01, 0.00, 0.00, 0.00, 0.00, 0.00, 0.00, 0.00, 0.00, 0.00, 0.00, 0.00, 0.00, 0.00, 0.00, 0.00, 0.01, 0.00, 0.02, 0.00, 0.00, 0.00, 0.00, 0.00, 0.00, 0.00, 0.00, 0.07, 0.01, 0.11, -0.01, 0.08, 0.07, 0.08, -0.01, 0.25, 0.37, 0.00, 0.00, 0.00, 0.00]
}


Entry 2:
{
  "formula": "C23H26F9IInO22",
  "method": "the ωB97M-V functional and the def2-TZVPD basis",
  "homo_energy_ev": -4.18,
  "total_charge": -1,
  "total_energy_ha": -3934.03129,
  "gap_ha": 0.205,
  "elements": ["C", "C", "F", "In", "O", "F", "I", "H", "H", "H", "H", "H", "C", "C", "O", "C", "O", "O", "F", "H", "H", "H", "C", "C", "O", "C", "O", "O", "F", "H", "H", "H", "C", "C", "O", "C", "O", "O", "F", "H", "H", "H", "C", "C", "O", "C", "O", "O", "F", "H", "H", "H", "C", "C", "O", "C", "O", "O", "F", "H", "H", "H", "C", "C", "O", "C", "O", "O", "F", "H", "H", "H", "C", "C", "O", "C", "O", "O", "F", "H", "H", "H"],
  "xyz": [[-1.664, 1.368, -4.480], [-2.706, 2.629, -4.583], [-2.378, 3.742, -3.640], [-4.917, 1.995, -4.381], [-5.629, 1.319, -6.280], [-6.082, 3.674, -3.720], [-5.265, -0.062, -2.429], [-1.759, 0.733, -3.500], [-1.777, 0.735, -5.472], [-0.551, 1.794, -4.504], [-2.634, 3.061, -5.694], [-4.886, 0.704, -6.587], [-0.504, 5.253, -1.892], [0.010, 6.579, -1.446], [1.405, 6.386, -1.379], [1.677, 5.431, -2.312], [2.793, 5.193, -2.742], [0.544, 4.779, -2.715], [-0.439, 6.878, -0.207], [-0.656, 4.556, -1.061], [-1.437, 5.336, -2.455], [-0.215, 7.402, -2.133], [-0.901, -2.410, -0.547], [-1.741, -3.618, -0.309], [-3.042, -3.184, -0.637], [-2.866, -2.215, -1.578], [-3.753, -1.794, -2.302], [-1.570, -1.777, -1.619], [-1.725, -3.967, 0.996], [-0.876, -1.735, 0.315], [0.126, -2.665, -0.822], [-1.473, -4.480, -0.930], [-3.366, 9.987, 0.691], [-4.499, 9.452, -0.117], [-4.029, 9.545, -1.443], [-2.676, 9.422, -1.350], [-1.944, 9.178, -2.295], [-2.238, 9.597, -0.066], [-5.591, 10.239, 0.004], [-3.385, 11.079, 0.777], [-3.333, 9.557, 1.696], [-4.760, 8.413, 0.109], [1.460, -4.609, 1.758], [2.570, -5.279, 2.493], [3.582, -5.404, 1.519], [3.387, -4.358, 0.669], [4.215, -3.968, -0.138], [2.152, -3.792, 0.835], [2.206, -6.518, 2.891], [0.826, -5.316, 1.213], [0.828, -4.007, 2.417], [2.951, -4.709, 3.348], [1.799, -3.902, -3.976], [0.959, -5.110, -3.739], [-0.342, -4.677, -4.066], [-0.166, -3.707, -5.008], [-1.053, -3.286, -5.731], [1.130, -3.269, -5.048], [0.975, -5.460, -2.433], [1.824, -3.227, -3.114], [2.826, -4.157, -4.251], [1.227, -5.972, -4.359], [3.599, -4.957, 6.901], [2.759, -6.165, 7.139], [1.458, -5.731, 6.811], [1.634, -4.762, 5.870], [0.747, -4.341, 5.146], [2.930, -4.324, 5.829], [2.775, -6.514, 8.445], [3.624, -4.282, 7.763], [4.626, -5.212, 6.626], [3.027, -7.027, 6.519], [3.624, 0.146, 3.539], [2.187, -0.230, 3.668], [2.219, -1.385, 4.475], [3.325, -1.239, 5.258], [3.540, -1.890, 6.267], [4.161, -0.268, 4.780], [1.667, -0.565, 2.466], [4.130, -0.389, 2.728], [3.761, 1.220, 3.391], [1.564, 0.535, 4.143]],
  "mulliken_charge": [-0.64, -0.23, -0.32, 1.02, -0.82, -0.74, -0.35, 0.08, 0.28, 0.24, 0.20, 0.24, -0.49, 0.55, -0.33, 0.59, -0.58, -0.23, -0.32, 0.21, 0.31, 0.30, -0.16, 0.53, -0.33, 0.54, -0.51, -0.28, -0.32, 0.32, -0.03, 0.26, -0.40, 0.30, -0.28, 0.68, -0.55, -0.29, -0.29, 0.28, 0.26, 0.30, -0.40, 0.61, -0.35, 0.55, -0.60, -0.21, -0.32, 0.23, 0.31, 0.12, -0.26, 0.27, -0.28, 0.64, -0.54, -0.31, -0.22, 0.20, 0.29, 0.23, -0.52, 0.33, -0.34, 0.61, -0.54, -0.10, -0.30, 0.31, 0.30, 0.28, -0.39, 0.28, -0.20, 0.63, -0.53, -0.32, -0.24, 0.27, 0.28, 0.21]
}


Entry 3:
{
  "formula": "C22H26ClN3O4",
  "method": "the ωB97M-V functional and the def2-TZVPD basis",
  "homo_energy_ev": -8.63,
  "total_charge": 0,
  "total_energy_ha": -1779.42777,
  "e_above_lowest_kj_mol": 12.6,
  "gap_ha": 0.342,
  "elements": ["C", "C", "O", "C", "C", "H", "H", "C", "N", "C", "O", "C", "N", "C", "O", "C", "C", "C", "C", "C", "C", "H", "H", "N", "C", "O", "C", "H", "H", "H", "H", "H", "H", "H", "C", "C", "C", "C", "C", "C", "H", "H", "Cl", "H", "H", "H", "H", "H", "H", "H", "H", "H", "H", "H", "H", "H"],
  "xyz": [[0.670, -3.992, 4.263], [0.438, -3.410, 2.872], [0.243, -4.390, 1.866], [1.386, -5.128, 1.474], [2.353, -4.364, 0.560], [2.700, -3.457, 1.058], [3.220, -4.999, 0.375], [1.712, -3.986, -0.779], [0.581, -3.110, -0.580], [0.606, -1.801, -0.859], [1.491, -1.233, -1.468], [-0.646, -1.046, -0.372], [-0.411, 0.361, -0.564], [-0.818, 1.278, 0.344], [-1.549, 0.985, 1.274], [-0.346, 2.669, 0.103], [0.858, 2.975, -0.523], [1.256, 4.287, -0.690], [0.448, 5.326, -0.233], [-0.755, 5.023, 0.406], [-1.140, 3.711, 0.577], [-2.063, 3.467, 1.080], [-1.384, 5.823, 0.772], [0.789, 6.672, -0.372], [1.894, 7.230, -0.955], [2.788, 6.604, -1.473], [1.873, 8.743, -0.879], [1.870, 9.066, 0.161], [2.757, 9.137, -1.371], [0.985, 9.135, -1.371], [0.115, 7.313, 0.023], [2.193, 4.516, -1.170], [1.520, 2.191, -0.863], [0.302, 0.578, -1.249], [-1.844, -1.558, -1.138], [-2.678, -2.520, -0.582], [-3.755, -3.017, -1.293], [-4.000, -2.545, -2.572], [-3.181, -1.584, -3.141], [-2.105, -1.097, -2.422], [-1.465, -0.349, -2.863], [-3.384, -1.222, -4.137], [-5.345, -3.162, -3.467], [-4.403, -3.761, -0.857], [-2.498, -2.878, 0.421], [-0.797, -1.223, 0.700], [-0.139, -3.475, 0.030], [1.375, -4.888, -1.299], [2.430, -3.455, -1.408], [0.983, -5.992, 0.937], [1.928, -5.493, 2.354], [1.262, -2.736, 2.603], [-0.491, -2.833, 2.871], [-0.112, -4.708, 4.501], [0.648, -3.188, 4.994], [1.634, -4.490, 4.332]],
  "nbo_charge": [-0.64, -0.07, -0.56, -0.07, -0.44, 0.21, 0.22, -0.22, -0.62, 0.69, -0.65, -0.16, -0.61, 0.68, -0.63, -0.17, -0.17, -0.21, 0.15, -0.24, -0.15, 0.24, 0.20, -0.60, 0.69, -0.59, -0.71, 0.23, 0.24, 0.23, 0.40, 0.25, 0.21, 0.42, -0.05, -0.19, -0.22, -0.04, -0.24, -0.13, 0.21, 0.23, 0.00, 0.23, 0.21, 0.24, 0.42, 0.19, 0.24, 0.19, 0.17, 0.17, 0.19, 0.22, 0.22, 0.20]
}